[1]
ORCA calculation (the ωB97M-V functional and the def2-TZVPD basis) on C23H28IIrN3O4S2 as an isolated structure at a distorted geometry.

Cartesian coordinates (Å):
Ir (-0.34, -0.49, -0.43)
O (1.73, 0.44, -0.14)
S (2.73, 1.55, -0.02)
C (3.24, 1.62, 1.76)
C (2.19, 1.07, 2.71)
C (2.28, -0.45, 2.88)
C (1.22, -0.99, 3.83)
S (-0.46, -1.24, 3.05)
O (-0.50, -0.35, 1.83)
C (-0.13, -2.91, 2.42)
C (-0.27, -3.98, 3.30)
C (0.02, -5.26, 2.85)
C (0.45, -5.46, 1.55)
C (0.60, -4.39, 0.68)
C (0.29, -3.11, 1.12)
C (1.84, 3.13, -0.12)
C (2.62, 4.25, -0.40)
C (2.02, 5.50, -0.39)
C (0.66, 5.61, -0.15)
C (-0.11, 4.48, 0.12)
C (0.47, 3.22, 0.10)
H (3.45, 2.67, 1.95)
H (4.17, 1.06, 1.83)
H (1.19, 1.36, 2.37)
H (2.35, 1.55, 3.68)
H (3.25, -0.70, 3.31)
H (2.22, -0.94, 1.91)
H (1.06, -0.31, 4.67)
H (1.49, -1.97, 4.22)
H (-0.62, -3.81, 4.30)
H (-0.10, -6.10, 3.52)
H (0.66, -6.46, 1.20)
H (0.97, -4.55, -0.32)
H (0.40, -2.24, 0.43)
H (3.67, 4.15, -0.62)
H (2.61, 6.38, -0.59)
H (0.18, 6.57, -0.22)
H (-1.16, 4.58, 0.33)
H (-0.12, 2.33, 0.27)
C (-0.55, 2.15, -5.28)
O (-0.81, 2.16, -3.88)
C (-0.51, 1.17, -3.09)
O (-0.85, 1.23, -1.90)
N (0.15, 0.09, -3.58)
N (0.56, -0.94, -2.70)
H (-0.90, 3.12, -5.63)
H (-1.11, 1.36, -5.78)
H (0.52, 2.06, -5.50)
H (0.45, 0.06, -4.54)
H (1.57, -0.94, -2.59)
H (0.28, -1.85, -3.09)
I (-4.79, -3.49, -3.49)
C (-4.25, -2.16, -1.93)
C (-5.23, -1.54, -1.15)
C (-4.81, -0.70, -0.13)
C (-3.45, -0.48, 0.06)
N (-2.53, -1.08, -0.69)
C (-2.91, -1.91, -1.66)
H (-6.28, -1.72, -1.33)
H (-5.54, -0.21, 0.49)
H (-3.10, 0.19, 0.83)
H (-2.14, -2.39, -2.24)

Output
- HOMO energy (alpha / beta): -16.64 / -16.64 eV
- Gap between HOMO and LUMO (alpha / beta): 4.299 / 4.274 eV
- Charge: +3
- Relative energy (zero: lowest compared OMol25 entry of this formula, charge and spin): 444.5 kJ/mol

[2]
ORCA calculation (the ωB97M-V functional and the def2-TZVPD basis) on a 10-piece molecular cluster, C30H85N5O15 overall at a distorted geometry.

Cartesian coordinates (Å):
C (4.23, 0.11, 1.46)
O (4.18, -0.96, 0.53)
C (2.95, -1.64, 0.54)
C (2.91, -2.75, -0.50)
N (3.32, -2.31, -1.88)
C (3.79, -3.47, -2.66)
C (4.39, -3.11, -4.02)
O (5.49, -2.24, -3.90)
C (6.15, -1.85, -5.08)
H (5.21, 0.59, 1.50)
H (4.15, -0.16, 2.52)
H (3.56, 0.93, 1.21)
H (2.15, -0.92, 0.33)
H (2.81, -2.04, 1.54)
H (1.89, -3.12, -0.57)
H (3.52, -3.60, -0.20)
H (4.11, -1.69, -1.89)
H (2.94, -4.13, -2.85)
H (4.52, -4.08, -2.13)
H (3.64, -2.61, -4.63)
H (4.81, -3.97, -4.54)
H (5.44, -1.43, -5.79)
H (6.64, -2.75, -5.46)
H (6.89, -1.09, -4.85)
C (3.10, 4.84, 10.40)
O (1.96, 4.66, 9.62)
C (2.30, 3.60, 8.68)
C (1.15, 3.48, 7.76)
N (1.24, 2.39, 6.68)
C (2.34, 2.64, 5.70)
C (2.19, 1.56, 4.57)
O (0.94, 1.62, 3.88)
C (0.81, 0.86, 2.70)
H (3.33, 3.98, 11.04)
H (3.00, 5.69, 11.08)
H (3.95, 5.08, 9.76)
H (2.59, 2.63, 9.10)
H (3.17, 3.84, 8.07)
H (1.07, 4.48, 7.34)
H (0.19, 3.38, 8.27)
H (0.39, 2.34, 6.14)
H (3.30, 2.51, 6.19)
H (2.28, 3.65, 5.30)
H (2.55, 0.61, 4.96)
H (3.01, 1.87, 3.93)
H (-0.22, 1.00, 2.36)
H (1.03, -0.17, 2.98)
H (1.45, 1.28, 1.92)
C (-1.89, 1.20, -7.27)
O (-0.83, 1.51, -6.37)
C (-0.01, 0.36, -6.03)
C (1.10, 0.79, -4.95)
N (0.52, 1.00, -3.62)
C (1.50, 1.78, -2.85)
C (1.12, 2.10, -1.33)
O (0.70, 3.47, -1.22)
C (0.49, 3.95, 0.13)
H (-2.67, 1.96, -7.31)
H (-2.35, 0.26, -6.97)
H (-1.51, 0.97, -8.27)
H (0.43, -0.09, -6.92)
H (-0.63, -0.46, -5.66)
H (1.61, 1.71, -5.26)
H (1.84, -0.01, -4.89)
H (-0.29, 1.56, -3.83)
H (1.73, 2.71, -3.37)
H (2.46, 1.27, -2.86)
H (1.95, 2.02, -0.63)
H (0.29, 1.47, -0.99)
H (-0.12, 4.85, 0.21)
H (1.48, 4.14, 0.54)
H (0.02, 3.19, 0.75)
C (-3.98, 4.91, -6.57)
O (-3.94, 3.90, -5.52)
C (-3.32, 4.41, -4.40)
C (-2.58, 3.30, -3.75)
N (-3.55, 2.39, -3.18)
C (-3.08, 1.10, -2.67)
C (-4.25, 0.21, -2.22)
O (-4.80, -0.29, -3.46)
C (-5.82, -1.23, -3.32)
H (-2.98, 5.27, -6.82)
H (-4.55, 5.82, -6.39)
H (-4.33, 4.40, -7.47)
H (-4.10, 4.79, -3.73)
H (-2.65, 5.26, -4.51)
H (-1.96, 3.68, -2.94)
H (-2.01, 2.67, -4.43)
H (-4.14, 2.14, -3.96)
H (-2.46, 1.13, -1.78)
H (-2.53, 0.56, -3.44)
H (-5.01, 0.84, -1.74)
H (-3.98, -0.54, -1.47)
H (-6.65, -1.00, -2.65)
H (-5.44, -2.20, -2.98)
H (-6.24, -1.33, -4.32)
C (-2.39, -0.02, 4.61)
O (-2.73, -0.92, 3.54)
C (-3.02, -2.22, 4.07)
C (-3.14, -3.19, 2.92)
N (-1.94, -3.19, 2.07)
C (-0.80, -3.96, 2.54)
C (-1.04, -5.45, 2.61)
O (0.13, -6.01, 3.03)
C (0.01, -7.46, 3.15)
H (-3.34, 0.24, 5.08)
H (-2.03, 0.93, 4.22)
H (-1.65, -0.37, 5.33)
H (-3.94, -2.06, 4.63)
H (-2.25, -2.64, 4.72)
H (-3.94, -2.84, 2.27)
H (-3.42, -4.15, 3.36)
H (-1.66, -2.23, 1.96)
H (-0.31, -3.62, 3.45)
H (0.02, -3.87, 1.83)
H (-1.47, -5.89, 1.71)
H (-1.89, -5.65, 3.26)
H (-0.04, -7.83, 2.12)
H (-0.85, -7.84, 3.69)
H (0.93, -7.87, 3.55)
O (-2.45, -4.68, -0.17)
H (-2.37, -4.27, 0.70)
H (-1.97, -4.09, -0.75)
O (-0.84, -0.92, 0.33)
H (-1.06, -1.30, -0.52)
H (-1.29, -0.08, 0.35)
O (0.68, -1.70, -2.90)
H (1.47, -1.77, -2.37)
H (0.72, -0.83, -3.28)
O (-2.21, 1.62, 0.76)
H (-2.50, 2.39, 0.29)
H (-2.91, 1.44, 1.39)
O (-1.47, -3.20, -2.35)
H (-0.69, -2.65, -2.39)
H (-1.75, -3.30, -3.25)

Output
- HOMO energy: -8.54 eV
- Gap between HOMO and LUMO: 8.951 eV
- Structure (SMILES): COCCNCCOC.COCCNCCOC.COCCNCCOC.COCCNCCOC.COCCNCCOC.O.O.O.O.O
- Relative energy (zero: lowest compared OMol25 entry of this formula, charge and spin): 204.3 kJ/mol

[3]
ORCA calculation (the ωB97M-V functional and the def2-TZVPD basis) on a 2-piece molecular cluster, C3H10N2 overall at a distorted geometry.

Cartesian coordinates (Å):
C (2.07, 0.32, -0.68)
C (1.96, -0.50, 0.37)
N (1.03, -0.33, 1.39)
H (3.03, 0.41, -1.17)
H (1.34, 0.81, -1.30)
H (2.78, -1.15, 0.65)
H (0.93, -1.11, 2.02)
H (0.15, 0.09, 1.10)
C (-2.26, -0.24, -0.21)
N (-1.11, 0.71, -0.39)
H (-3.09, -0.08, -0.90)
H (-2.63, -0.12, 0.80)
H (-1.92, -1.27, -0.33)
H (-0.94, 0.87, -1.38)
H (-1.32, 1.60, 0.04)

Output
- HOMO energy: -7.60 eV
- Gap between HOMO and LUMO: 8.586 eV
- Structure (SMILES): C=CN.CN
- Relative energy (zero: lowest compared OMol25 entry of this formula, charge and spin): 133.1 kJ/mol

[4]
ORCA calculation (the ωB97M-V functional and the def2-TZVPD basis) on C21H45ClF3N5NbO13 as an isolated structure at a distorted geometry.

Cartesian coordinates (Å):
C (1.32, -4.60, 4.16)
C (0.76, -3.66, 3.69)
C (-0.09, -2.63, 2.90)
C (0.79, -1.50, 2.24)
C (0.54, -1.38, 0.65)
Nb (0.45, 0.80, 0.04)
Cl (2.53, 1.16, 1.37)
C (-1.52, 0.40, -1.03)
C (-1.48, -0.84, -2.01)
C (-2.96, -1.16, -2.54)
O (-3.31, -2.50, -2.10)
C (-3.70, -3.34, -3.18)
C (1.58, 0.33, -1.89)
C (3.12, 0.61, -1.87)
O (3.92, -0.50, -1.41)
C (5.26, -0.39, -1.79)
C (6.11, 0.20, -0.59)
F (7.44, -0.08, -0.81)
F (5.98, 1.55, -0.46)
F (5.70, -0.42, 0.55)
O (0.22, 2.81, -0.39)
C (1.36, 3.40, -1.02)
C (1.11, 5.00, -1.09)
C (-0.09, 5.50, -0.21)
H (1.95, -5.35, 4.64)
H (-0.77, -2.15, 3.66)
H (-0.77, -3.17, 2.18)
H (1.86, -1.69, 2.48)
H (0.47, -0.53, 2.71)
H (1.39, -1.94, 0.16)
H (-0.45, -1.89, 0.49)
H (-0.50, 1.10, 1.59)
H (-2.39, 0.31, -0.34)
H (-1.72, 1.30, -1.67)
H (-1.12, -1.79, -1.55)
H (-0.86, -0.65, -2.91)
H (-3.68, -0.45, -2.08)
H (-3.01, -1.02, -3.65)
H (-4.78, -3.19, -3.44)
H (-3.54, -4.40, -2.83)
H (-3.08, -3.20, -4.10)
H (1.47, -0.76, -2.16)
H (1.12, 0.93, -2.71)
H (3.43, 1.53, -1.31)
H (3.42, 0.80, -2.95)
H (5.68, -1.39, -2.09)
H (5.45, 0.30, -2.65)
H (2.32, 3.28, -0.46)
H (1.44, 3.09, -2.10)
H (0.97, 5.31, -2.16)
H (2.06, 5.50, -0.74)
H (-0.09, 6.62, -0.21)
H (-1.02, 5.09, -0.68)
H (0.05, 5.10, 0.83)
C (-2.55, 5.24, 3.57)
N (-2.05, 6.10, 2.46)
O (-2.58, 5.96, 1.38)
O (-1.15, 6.87, 2.73)
H (-3.34, 4.61, 3.19)
H (-1.71, 4.65, 3.92)
H (-2.92, 5.90, 4.35)
C (4.75, 5.39, -2.98)
N (3.75, 5.18, -4.06)
O (3.01, 4.22, -3.95)
O (3.74, 5.99, -4.97)
H (4.64, 4.60, -2.24)
H (5.74, 5.36, -3.44)
H (4.55, 6.36, -2.54)
C (-3.56, -5.52, 0.94)
N (-3.08, -4.87, 2.19)
O (-2.61, -3.76, 2.10)
O (-3.19, -5.51, 3.22)
H (-3.40, -4.84, 0.11)
H (-3.00, -6.43, 0.81)
H (-4.62, -5.72, 1.07)
C (-1.73, -8.58, -2.04)
N (-2.31, -7.42, -1.31)
O (-3.49, -7.16, -1.50)
O (-1.56, -6.80, -0.57)
H (-2.51, -9.02, -2.65)
H (-0.92, -8.20, -2.65)
H (-1.37, -9.28, -1.29)
C (-2.59, 1.17, 5.52)
N (-2.10, 2.04, 4.41)
O (-2.63, 1.91, 3.33)
O (-1.20, 2.82, 4.68)
H (-3.39, 0.53, 5.14)
H (-1.75, 0.57, 5.87)
H (-2.96, 1.82, 6.31)

Output
- HOMO energy: -4.63 eV
- Gap between HOMO and LUMO: 5.915 eV
- Charge: -1

[5]
ORCA calculation (the ωB97M-V functional and the def2-TZVPD basis) on one molecule with the formula C19H25N3O3 at a distorted geometry.

Cartesian coordinates (Å):
C (-5.72, -0.31, -0.36)
O (-5.20, 0.72, 0.46)
C (-3.92, 1.13, 0.26)
C (-3.06, 0.62, -0.71)
C (-1.77, 1.11, -0.81)
C (-1.32, 2.10, 0.05)
C (0.04, 2.57, -0.05)
N (0.51, 3.63, 0.57)
O (1.83, 3.69, 0.22)
C (2.07, 2.65, -0.58)
C (3.43, 2.39, -1.10)
C (4.32, 1.74, -0.03)
C (3.92, 0.36, 0.51)
O (4.56, -0.14, 1.41)
N (2.87, -0.24, -0.08)
C (2.30, -1.48, 0.44)
C (1.93, -2.39, -0.74)
C (0.58, -2.08, -1.39)
C (-0.58, -2.84, -0.74)
C (-0.98, -2.32, 0.64)
C (0.15, -2.26, 1.65)
C (1.14, -1.12, 1.38)
N (1.01, 1.93, -0.79)
C (-2.18, 2.62, 1.01)
C (-3.47, 2.14, 1.12)
H (-6.74, -0.47, -0.01)
H (-5.74, -0.01, -1.41)
H (-5.15, -1.23, -0.25)
H (-3.39, -0.15, -1.39)
H (-1.11, 0.72, -1.57)
H (3.88, 3.34, -1.38)
H (3.36, 1.75, -1.98)
H (5.33, 1.63, -0.43)
H (4.39, 2.40, 0.84)
H (2.28, 0.27, -0.71)
H (3.10, -1.96, 1.02)
H (1.93, -3.42, -0.40)
H (2.73, -2.29, -1.48)
H (0.39, -1.01, -1.36)
H (0.63, -2.37, -2.44)
H (-0.30, -3.89, -0.66)
H (-1.45, -2.78, -1.40)
H (-1.77, -2.97, 1.02)
H (-1.41, -1.32, 0.53)
H (0.68, -3.21, 1.69)
H (-0.29, -2.10, 2.64)
H (1.57, -0.78, 2.32)
H (0.58, -0.28, 0.95)
H (-1.82, 3.39, 1.67)
H (-4.15, 2.52, 1.86)

Output
- HOMO energy: -8.66 eV
- Gap between HOMO and LUMO: 9.307 eV
- Structure (SMILES): COc1ccc(-c2noc(CCC(=O)NC3CCCCCC3)n2)cc1
- Relative energy (zero: lowest compared OMol25 entry of this formula, charge and spin): 287.2 kJ/mol

[6]
ORCA calculation (the ωB97M-V functional and the def2-TZVPD basis) on a 2-piece molecular cluster, C5H12Cl overall.

Cartesian coordinates (Å):
C (-0.30, -1.02, 1.43)
C (-0.58, 1.27, 0.46)
C (1.46, -0.08, -0.07)
C (-0.75, -0.75, -1.01)
C (-0.04, -0.14, 0.20)
H (0.20, -0.60, 2.31)
H (0.08, -2.04, 1.26)
H (-1.38, -1.08, 1.64)
H (-0.08, 1.72, 1.33)
H (-0.40, 1.91, -0.42)
H (-1.66, 1.24, 0.65)
H (1.86, -1.09, -0.26)
H (1.67, 0.55, -0.95)
H (1.99, 0.36, 0.80)
H (-0.38, -1.76, -1.21)
H (-1.84, -0.80, -0.84)
H (-0.58, -0.13, -1.91)
Cl (0.72, 2.43, -3.41)

Output
- HOMO energy: -3.73 eV
- Gap between HOMO and LUMO: 7.033 eV
- Charge: -1
- Relative energy (zero: lowest compared OMol25 entry of this formula, charge and spin): 0.0 kJ/mol

[7]
ORCA calculation (the ωB97M-V functional and the def2-TZVPD basis) on C40H24BrCl7N6O4Ti as an isolated structure at a distorted geometry.

Cartesian coordinates (Å):
Ti (0.58, -1.02, -0.43)
Cl (1.27, -4.89, -6.22)
C (1.30, -3.53, -5.13)
C (0.91, -3.73, -3.81)
C (0.93, -2.67, -2.91)
N (0.47, -2.73, -1.60)
C (0.08, -3.86, -0.99)
O (0.28, -5.04, -1.28)
C (-0.88, -3.55, 0.16)
C (-1.57, -4.57, 0.79)
C (-2.59, -4.22, 1.65)
C (-2.88, -2.88, 1.87)
C (-2.09, -1.93, 1.24)
N (-1.11, -2.26, 0.41)
C (1.33, -1.38, -3.33)
C (1.72, -1.21, -4.66)
C (1.70, -2.28, -5.55)
Cl (2.20, -2.00, -7.20)
N (1.20, -0.33, -2.42)
C (1.98, 0.77, -2.58)
O (3.04, 0.84, -3.20)
C (1.44, 2.04, -1.97)
C (2.31, 2.88, -1.27)
C (1.81, 4.05, -0.73)
C (0.47, 4.37, -0.95)
C (-0.29, 3.50, -1.70)
N (0.17, 2.35, -2.20)
H (0.62, -4.71, -3.48)
H (-1.31, -5.59, 0.55)
H (-3.17, -4.99, 2.15)
H (-3.68, -2.57, 2.52)
H (-2.23, -0.87, 1.40)
H (2.04, -0.24, -5.01)
H (3.34, 2.58, -1.13)
H (2.45, 4.69, -0.13)
H (0.03, 5.27, -0.54)
H (-1.34, 3.71, -1.91)
O (4.05, 1.39, 1.06)
C (3.39, 1.96, 2.09)
C (4.09, 2.86, 2.90)
C (3.48, 3.46, 3.98)
C (2.16, 3.18, 4.29)
C (1.46, 2.30, 3.48)
C (2.04, 1.69, 2.37)
C (1.22, 0.73, 1.53)
O (1.87, 0.31, 0.38)
N (-0.07, 1.35, 1.22)
N (-0.70, 0.61, 0.17)
C (-1.87, 1.14, -0.15)
C (-2.75, 0.75, -1.15)
Br (-2.14, -0.61, -2.35)
C (-4.02, 1.26, -1.43)
C (-4.86, 2.07, -0.60)
C (-4.70, 2.27, 0.80)
C (-5.58, 3.05, 1.52)
C (-6.67, 3.67, 0.91)
C (-6.86, 3.47, -0.45)
C (-5.99, 2.70, -1.18)
H (3.36, 0.83, 0.59)
H (5.13, 3.05, 2.65)
H (4.05, 4.15, 4.60)
H (1.67, 3.64, 5.14)
H (0.42, 2.06, 3.69)
H (0.97, -0.15, 2.16)
H (0.11, 2.30, 0.88)
H (-2.17, 2.02, 0.42)
H (-4.43, 1.02, -2.40)
H (-3.89, 1.77, 1.32)
H (-5.42, 3.17, 2.59)
H (-7.35, 4.29, 1.49)
H (-7.71, 3.94, -0.96)
H (-6.16, 2.56, -2.25)
Cl (3.58, -2.00, -1.01)
C (3.12, -2.75, 0.50)
C (1.90, -2.39, 1.08)
C (1.69, -2.96, 2.33)
Cl (0.25, -2.52, 3.25)
C (2.56, -3.86, 2.95)
Cl (2.20, -4.55, 4.50)
C (3.73, -4.22, 2.30)
Cl (4.82, -5.35, 3.02)
C (4.02, -3.64, 1.07)
Cl (5.50, -4.06, 0.27)

Output
- HOMO energy (alpha / beta): -0.52 / -0.50 eV
- Gap between HOMO and LUMO (alpha / beta): 4.348 / 4.332 eV
- Charge: -2
- Relative energy (zero: lowest compared OMol25 entry of this formula, charge and spin): 66.4 kJ/mol

[8]
ORCA calculation (the ωB97M-V functional and the def2-TZVPD basis) on one molecule with the formula C6H9NS at a distorted geometry.

Cartesian coordinates (Å):
C (3.56, -0.09, 0.26)
C (2.31, -0.32, -0.16)
N (1.24, -0.40, -0.74)
C (-0.03, -0.81, -0.78)
S (-0.77, -1.88, 0.58)
C (-1.07, -0.17, 0.06)
C (-0.65, 0.95, 0.94)
C (-2.36, 0.12, -0.69)
H (3.69, 0.66, 1.17)
H (4.32, -0.87, 0.37)
H (-0.32, -1.32, -1.69)
H (-0.88, 1.76, 0.36)
H (0.44, 0.85, 1.15)
H (-1.32, 0.92, 1.88)
H (-2.60, -0.57, -1.42)
H (-2.34, 1.15, -1.15)
H (-3.23, 0.02, -0.12)

Output
- HOMO energy: -8.44 eV
- Gap between HOMO and LUMO: 9.150 eV
- Structure (SMILES): C=C=N[C@H]1SC1(C)C
- Relative energy (zero: lowest compared OMol25 entry of this formula, charge and spin): 284.0 kJ/mol

| no. | M (g mol⁻¹) |
| --- | --- |
| 1 | 793.749 |
| 2 | 756.030 |
| 3 | 74.127 |
| 4 | 760.966 |
| 5 | 343.427 |
| 6 | 107.604 |
| 7 | 1028.612 |
| 8 | 127.212 |